# C53H42AsIrN5O2S

A structure of composition C53H42AsIrN5O2S (ωB97M-V with the def2-TZVPD basis set, the OMol25 dataset).

<S²> = 8.88
energy = -141685.0094 eV
M = 1080.16 g mol⁻¹
relative energy (zero: lowest compared OMol25 entry of this formula, charge and spin) = 0.0 kJ/mol
Kohn-Sham gap (alpha / beta) = 5.85 / 4.94 eV
total charge = +2
highest occupied orbital energy (alpha / beta) = -10.937 / -12.830 eV
2S+1 = 6

Positions of all 105 atoms, in Å:
Ir (-0.036, 0.304, 0.809)
As (-0.547, 0.671, -3.286)
S (-1.886, 2.685, -1.847)
O (-3.158, -2.147, -0.013)
O (3.730, -0.564, -0.477)
N (-0.359, 1.926, 2.043)
N (-0.622, 1.655, 3.401)
N (0.242, -1.212, -0.403)
N (1.956, 0.474, 0.415)
N (-1.933, -0.386, 0.622)
C (3.142, 1.817, 5.104)
C (-3.405, 2.168, -6.046)
C (2.429, -0.531, -0.286)
C (-2.412, 1.331, -5.536)
C (-1.418, -1.835, -4.393)
C (-0.812, -2.040, -0.661)
C (2.870, 2.900, 4.283)
C (-1.271, -3.049, -5.045)
C (3.058, 2.765, -3.011)
C (-3.487, 3.413, -3.977)
C (-4.872, 3.718, 0.388)
C (-0.465, 5.566, 2.385)
C (1.099, -2.658, -5.243)
C (-0.271, 3.233, 1.764)
C (2.416, 2.820, -5.330)
C (-0.305, -1.023, -4.182)
C (-1.962, 1.543, -4.250)
C (0.306, 4.966, 0.167)
C (-4.949, 2.696, -0.549)
C (-0.013, -3.460, -5.469)
C (3.413, 0.573, 4.547)
C (3.133, 1.498, 2.342)
C (-4.407, 1.450, -0.265)
C (-3.927, 3.201, -5.272)
C (-0.034, -1.380, 5.282)
C (3.405, 0.413, 3.171)
C (3.089, 1.328, 0.845)
C (-0.366, -0.079, 5.014)
C (0.183, 3.638, 0.477)
C (-4.258, 3.488, 1.611)
C (0.675, -3.520, -1.807)
C (-3.226, -0.146, 1.298)
C (-3.810, 1.208, 0.970)
C (-0.015, 5.943, 1.119)
C (3.306, 3.158, -4.319)
C (4.295, 0.592, 0.218)
C (-0.597, 4.240, 2.721)
C (2.869, 2.739, 2.904)
C (-2.002, -1.520, -0.031)
C (1.029, 1.690, -3.728)
C (1.918, 2.030, -2.715)
C (-0.296, 0.405, 3.673)
C (-4.062, -1.355, 0.824)
C (-0.614, -3.206, -1.373)
C (1.514, -1.529, -0.784)
C (0.414, -1.800, 2.921)
C (0.361, -2.244, 4.248)
C (-3.737, 2.234, 1.904)
C (1.275, 2.087, -5.039)
C (1.750, -2.682, -1.506)
C (0.958, -1.439, -4.593)
C (0.100, -0.495, 2.625)
C (-2.505, 2.565, -3.453)
H (3.615, -0.564, 2.747)
H (2.961, 2.311, 0.385)
H (-4.462, 0.665, -1.012)
H (-0.955, 3.936, 3.692)
H (-2.003, 0.532, -6.142)
H (1.825, -0.808, -4.436)
H (0.697, -2.496, 2.138)
H (-4.909, -1.073, 0.207)
H (-0.673, 0.606, 5.794)
H (4.193, 3.733, -4.552)
H (-0.719, 6.328, 3.111)
H (-4.393, -1.995, 1.637)
H (0.100, -4.405, -5.986)
H (-0.079, -1.751, 6.297)
H (2.757, -2.929, -1.817)
H (-2.404, -1.510, -4.076)
H (0.845, -4.426, -2.370)
H (2.608, 3.132, -6.348)
H (2.075, -2.975, -5.586)
H (-1.449, -3.864, -1.574)
H (4.998, 0.218, 0.957)
H (-2.138, -3.670, -5.233)
H (-4.693, 3.845, -5.686)
H (-4.206, 4.278, 2.349)
H (-3.034, -0.201, 2.372)
H (-3.769, 2.016, -7.053)
H (-5.301, 4.687, 0.171)
H (4.820, 1.185, -0.526)
H (3.749, 3.041, -2.223)
H (3.153, 1.941, 6.180)
H (0.443, 2.876, -0.248)
H (-3.269, 2.053, 2.866)
H (2.665, 3.589, 2.260)
H (2.671, 3.873, 4.714)
H (0.581, 1.833, -5.832)
H (0.085, 6.991, 0.870)
H (0.653, 5.260, -0.816)
H (-5.437, 2.866, -1.500)
H (3.635, -0.272, 5.187)
H (1.715, 1.727, -1.693)
H (0.614, -3.272, 4.476)
H (-3.897, 4.214, -3.375)

Mulliken population analysis, charges in e, atoms 1 to 6: atom 1 (Ir): 0.00, atom 2 (As): 1.87, atom 3 (S): 0.24, atom 4 (O): -0.53, atom 5 (O): -0.57, atom 6 (N): 1.22